37
Properties=species:S:1:pos:R:3:forces:R:3 method="wB97M-V/def2-TZVPD" orbital_gap_ev=7.11 molar_mass_g_mol=255.30 charge=-1 total_energy_ha=-875.32654 e_lumo_ha=0.0973 fmax_ev_per_a=0.8 e_above_lowest_kj_mol=0.0
C -3.304 -0.052 0.121 0.3 -0.3 0.1
C -2.830 -1.502 -0.106 -0.6 0.5 0.0
C -1.508 -1.634 -0.859 -0.2 -0.4 -0.1
O -0.383 -1.925 -0.073 0.1 0.0 0.0
C -0.048 -0.939 0.869 0.3 -0.2 0.3
N 1.414 -0.835 0.918 -0.2 0.2 -0.2
C -0.597 -1.178 2.310 -0.6 0.5 -0.3
O -0.470 -0.142 3.029 0.2 -0.2 0.1
O -1.119 -2.261 2.584 0.1 -0.3 0.2
H -2.470 0.644 0.047 0.1 0.1 0.1
H -3.722 0.038 1.120 -0.1 0.2 0.0
H -4.041 0.241 -0.621 -0.1 0.1 0.0
H -3.610 -2.000 -0.679 0.0 -0.2 -0.1
H -2.779 -2.002 0.857 0.3 -0.2 0.0
H -1.343 -0.732 -1.464 0.1 0.2 0.0
H -1.595 -2.463 -1.561 0.1 -0.1 0.0
H -0.412 0.046 0.572 -0.1 0.0 -0.2
H 1.556 -0.021 1.505 0.4 -0.1 0.0
H 1.774 -1.630 1.435 0.0 -0.1 0.0
C -1.754 0.135 -4.673 0.0 0.0 -0.1
C -2.897 -0.289 -3.879 0.1 0.0 0.1
N -3.759 -0.632 -3.206 -0.3 0.0 -0.1
H -0.937 0.416 -4.011 0.0 0.0 0.0
H -1.426 -0.682 -5.312 0.0 0.0 0.0
H -2.026 0.988 -5.291 0.0 0.0 0.0
C 1.594 1.586 4.291 -0.1 0.1 0.2
C 2.275 1.808 3.030 0.1 -0.3 -0.1
N 2.808 1.867 2.013 0.1 0.3 0.1
H 2.286 1.150 5.009 0.0 0.0 0.0
H 1.209 2.527 4.681 0.0 0.0 0.0
H 0.767 0.888 4.101 -0.1 0.0 -0.1
C 4.442 1.499 -0.647 -0.1 -0.1 0.0
C 4.897 1.387 -2.027 0.0 0.0 0.0
N 5.257 1.310 -3.114 0.0 0.0 -0.1
H 5.208 1.121 0.026 0.0 0.0 0.0
H 4.241 2.540 -0.406 0.0 0.0 0.0
H 3.529 0.924 -0.494 0.0 0.0 0.0